(1)
The following is a quantum chemistry calculation of a single C10H11BrO2 molecule, from OMol25.

```
24
Properties=species:S:1:pos:R:3:forces:R:3
C 1.56581 -2.90126 0.45613 3.3324 0.4582 -0.1413
C 0.79838 -1.71121 0.97155 1.6376 0.0865 1.8982
C 1.16068 -0.80226 1.93684 0.6018 -1.1188 -0.6712
C 0.17360 0.29150 1.83754 0.2964 0.9454 -0.4680
O 0.75527 1.40633 1.07863 0.7094 0.9194 -0.0654
C 0.07480 1.57967 -0.04139 -0.2061 -0.8126 -1.2835
C 0.31676 2.13512 -1.23730 1.0904 0.8131 1.3868
Br 1.68317 3.43590 -1.66213 -0.6393 -0.8844 0.2314
C -0.68181 1.72266 -2.20070 -2.4104 -2.0493 -3.1608
C -1.57305 0.60400 -1.50034 -1.1089 -0.2351 -0.2231
C -1.24685 0.81077 -0.04010 1.7251 -0.2007 1.4862
C -0.92089 -0.28923 0.97894 0.6407 0.3348 -1.2228
O -0.38378 -1.45988 0.39405 -0.2498 -0.6685 -0.7500
H 1.10175 -3.86597 0.46364 -1.2015 -0.1460 -0.7779
H 2.47723 -3.24362 1.10183 -1.4072 1.5452 -0.6608
H 2.07447 -2.59288 -0.55022 -1.2915 -0.9075 1.5270
H 2.15005 -0.74387 2.45654 -1.2854 -0.1949 -0.5766
H -0.25030 0.83529 2.65222 0.0160 -0.3331 1.2837
H -0.30308 1.24145 -3.16756 0.1301 0.7423 1.2923
H -1.41395 2.42865 -2.59497 0.3646 0.8157 0.2519
H -2.70120 0.62459 -1.70664 1.6198 0.5212 0.1312
H -1.29547 -0.41102 -1.84184 0.2801 0.5096 0.3928
H -1.83823 1.43954 0.60969 -1.2055 0.5758 -0.5446
H -1.72337 -0.53427 1.60558 -1.4391 -0.7163 0.6645
```
Forces are in eV/Å.

Computed properties:
Gap between HOMO and LUMO ... 0.326 Eh
Total charge ... 0
Highest occupied orbital energy ... -8.1 eV
F_max ... 0.08697 hartree/bohr

Here are the natural (NBO) charges for atoms 1 to 8, given in e: number 1, C, carries -0.68; number 2, C, carries 0.38; number 3, C, carries -0.38; number 4, C, carries 0.05; number 5, O, carries -0.48; number 6, C, carries 0.33; number 7, C, carries -0.18; number 8, Br, carries 0.03

***

(2)
The following is a quantum chemistry calculation of a single C3H8O molecule, from OMol25.

```
12
Properties=species:S:1:pos:R:3:forces:R:3
C -1.80031 0.11126 -0.01570 -0.0242 0.0053 -0.0076
C -0.38330 -0.42278 0.02877 -0.1906 -0.2376 0.0138
O 0.50286 0.65952 -0.13467 -0.0420 0.1374 -0.0296
C 1.86296 0.31808 -0.01631 0.3015 -0.0781 -0.0109
H -1.95788 0.67730 -0.93867 0.0050 -0.0908 0.1116
H -2.51688 -0.71605 0.01612 0.0828 0.1315 0.0123
H -1.99007 0.77699 0.83170 0.0263 -0.0961 -0.1166
H -0.22801 -1.15813 -0.77890 0.0041 0.0926 0.1116
H -0.20020 -0.94442 0.98268 0.0201 0.1141 -0.0958
H 2.02481 -0.76300 -0.12907 -0.0306 0.1572 -0.0206
H 2.42234 0.83321 -0.80502 -0.0651 -0.0574 0.1497
H 2.26367 0.62802 0.95908 -0.0873 -0.0782 -0.1180
```
Forces are in eV/Å.

Computed properties:
Gap between HOMO and LUMO ... 0.400 Eh
Total charge ... 0
Highest occupied orbital energy ... -9.7 eV
F_max ... 0.00606 hartree/bohr

Here are the natural (NBO) charges for atoms 1 to 8, given in e: number 1, C, carries -0.62; number 2, C, carries -0.05; number 3, O, carries -0.55; number 4, C, carries -0.25; number 5, H, carries 0.21; number 6, H, carries 0.21; number 7, H, carries 0.21; number 8, H, carries 0.16

***

(3)
The following is a quantum chemistry calculation of 2 unconnected molecules or ions with the total composition C4H15N2O, from OMol25.

```
22
Properties=species:S:1:pos:R:3:forces:R:3
C 1.56851 1.05133 -1.59671 0.4713 -1.6291 -1.8282
C 0.35987 0.42570 -0.91128 -0.3554 1.4066 1.2921
C 0.47952 0.65989 0.61072 0.3698 -0.1161 -0.1972
C -0.73829 0.30587 1.45698 0.7426 -0.9009 0.2586
N -1.58664 -0.70928 0.78315 0.0971 -1.0101 0.1132
N -0.92578 1.07882 -1.27261 0.2521 0.1533 -0.3174
H 1.30886 1.95482 -2.14232 0.2489 0.4484 0.5562
H 2.51855 1.04909 -1.06827 -0.2943 0.7057 0.7362
H 1.88681 0.37353 -2.40686 -0.3894 0.0674 -0.1654
H 0.29686 -0.64145 -1.08602 -0.0101 -0.1557 -0.2049
H 1.35176 0.08711 0.93109 -0.0419 -0.1659 0.2204
H 0.74090 1.70344 0.81355 -0.0753 0.0645 -0.2178
H -1.31661 1.16440 1.77733 -0.2925 -0.0496 -0.2135
H -0.39142 -0.24273 2.34488 -0.0189 0.2862 0.2380
H -2.19659 -1.23508 1.45214 -0.4338 0.7221 -0.0519
H -2.01337 -0.29755 -0.04855 -0.4091 -0.0074 -0.0555
H -1.01468 -1.55366 0.50487 0.2497 0.5769 -0.0975
H -0.85294 2.02260 -0.89919 -0.2240 0.0052 0.0988
H -1.00914 1.24135 -2.27106 0.0294 -0.3685 -0.1567
H 0.61170 -2.27129 1.55496 -0.1341 0.1983 -0.1231
H 0.56567 -3.55284 0.81481 -0.3096 -0.1162 -0.4192
O 0.35645 -2.61408 0.65839 0.5276 -0.1151 0.5349
```
Forces are in eV/Å.

Computed properties:
Gap between HOMO and LUMO (alpha / beta) ... 0.143 / 0.412 Eh
Total charge ... 0
Highest occupied orbital energy (alpha / beta) ... -3.0 / -10.5 eV
Spin multiplicity ... 2
F_max ... 0.04849 hartree/bohr

Here are the natural (NBO) charges for atoms 1 to 8, given in e: number 1, C, carries -0.65; number 2, C, carries -0.07; number 3, C, carries -0.43; number 4, C, carries -0.35; number 5, N, carries -0.86; number 6, N, carries -0.86; number 7, H, carries 0.21; number 8, H, carries 0.23